(1)
# CH4N3O3

A cluster of 2 separate species, CH4N3O3 in total at a distorted geometry (ωB97M-V/def2-TZVPD, the OMol25 dataset).

Positions of all 11 atoms, in Å:
C -1.324 -0.945 -0.520
N 0.506 0.735 0.792
N -0.187 1.805 0.447
N 1.253 -0.153 0.101
O 1.541 0.248 -1.066
O 1.655 -1.173 0.627
O -2.058 -0.012 -0.124
H -0.661 -0.820 -1.410
H -1.327 -1.960 -0.068
H 0.576 0.482 1.765
H 0.028 1.791 -0.544

* HOMO level: -1.89 eV
* total charge: -1
* orbital gap: 6.093 eV
* energy: -430.315335 Ha
* spin multiplicity: 1
* LUMO level: 4.204 eV
* ΔE to the lowest compared entry with this formula, charge and spin: 445.2 kJ/mol

=====

(2)
# CH2F2N2O

A structure of composition CH2F2N2O at a distorted geometry (ωB97M-V/def2-TZVPD, the OMol25 dataset).

Positions of all 8 atoms, in Å:
C -0.962 0.007 0.044
N 0.202 0.543 -0.512
N 1.285 0.086 -0.164
O -0.846 0.802 0.963
F -2.110 0.050 -0.688
F -0.816 -1.341 0.264
H 1.264 -0.967 0.211
H 1.985 0.820 -0.118

* HOMO level: -10.90 eV
* orbital gap: 10.738 eV
* energy: -423.686980 Ha
* spin multiplicity: 1
* LUMO level: -0.162 eV
* ΔE to the lowest compared entry with this formula, charge and spin: 88.3 kJ/mol

=====

(3)
# C67H66N5O5P2RuS2

A structure of composition C67H66N5O5P2RuS2 at a distorted geometry (ωB97M-V/def2-TZVPD, the OMol25 dataset).

Positions of all 148 atoms, in Å:
Ru -0.059 -0.173 0.143
N -1.292 1.721 1.660
N -1.470 2.990 1.089
C -1.442 3.127 -0.253
N -1.636 4.334 -0.788
S -1.248 1.785 -1.242
H -2.185 1.245 1.835
H -0.760 1.797 2.526
H -1.723 3.769 1.688
H -1.706 5.178 -0.243
H -1.512 4.426 -1.784
C 2.873 -3.638 6.091
C 1.875 -2.477 5.928
C 1.406 -1.996 7.312
C 2.571 -1.344 5.204
C 3.711 -0.748 5.730
C 4.379 0.250 5.046
C 3.962 0.637 3.782
C 2.844 0.044 3.218
P 2.362 0.151 1.437
C 3.548 -1.148 0.918
C 4.671 -0.902 0.141
C 5.498 -1.949 -0.233
C 5.211 -3.245 0.157
C 4.089 -3.494 0.931
C 3.258 -2.456 1.304
C 3.000 1.833 1.091
C 4.324 2.269 1.092
C 4.603 3.626 1.052
C 3.582 4.559 1.031
C 2.264 4.134 0.999
C 1.982 2.782 1.021
C 2.128 -0.894 3.965
O 0.982 -1.323 3.364
C 0.287 -2.338 3.950
C -0.871 -2.715 3.272
C -1.646 -3.744 3.784
C -1.248 -4.402 4.932
C -0.109 -4.002 5.604
C 0.673 -2.952 5.140
P -1.429 -1.756 1.797
C -2.942 -1.161 2.663
C -4.258 -1.463 2.344
C -5.300 -0.962 3.104
C -5.044 -0.171 4.210
C -3.734 0.137 4.543
C -2.695 -0.342 3.769
C -1.736 -3.186 0.703
C -0.721 -3.393 -0.234
C -0.751 -4.495 -1.069
C -1.791 -5.405 -0.975
C -2.801 -5.206 -0.048
C -2.781 -4.101 0.787
H 3.753 -3.306 6.633
H 3.192 -4.009 5.119
H 2.426 -4.457 6.647
H 2.258 -1.705 7.919
H 0.873 -2.786 7.833
H 0.745 -1.138 7.214
H 4.088 -1.073 6.686
H 5.254 0.706 5.482
H 4.520 1.386 3.247
H 4.895 0.102 -0.180
H 6.372 -1.751 -0.838
H 5.860 -4.055 -0.136
H 3.860 -4.502 1.241
H 2.374 -2.669 1.886
H 5.145 1.571 1.135
H 5.632 3.954 1.060
H 3.813 5.613 1.046
H 1.461 4.854 0.972
H 0.958 2.422 0.977
H -2.565 -4.032 3.302
H -1.840 -5.219 5.315
H 0.165 -4.511 6.515
H -4.481 -2.094 1.503
H -6.317 -1.200 2.834
H -5.859 0.195 4.812
H -3.525 0.743 5.412
H -1.670 -0.115 4.034
H 0.112 -2.691 -0.297
H 0.039 -4.649 -1.789
H -1.819 -6.272 -1.615
H -3.608 -5.918 0.032
H -3.593 -3.968 1.485
C -2.472 -3.535 -4.294
C -1.459 -2.421 -4.103
S -1.994 -1.331 -2.705
O -0.732 -0.736 -2.191
C -2.820 0.000 -3.701
C -1.880 0.774 -4.599
H -2.163 -4.172 -5.121
H -3.461 -3.146 -4.528
H -2.550 -4.142 -3.394
H -1.336 -1.827 -5.005
H -0.492 -2.819 -3.799
H -3.276 0.661 -2.964
H -3.608 -0.503 -4.260
H -1.043 1.159 -4.020
H -2.398 1.623 -5.042
H -1.497 0.162 -5.412
O 1.788 -1.367 -1.057
C 2.085 -0.398 -1.761
N 3.039 -0.370 -2.716
C 3.002 0.876 -3.455
C 1.791 1.592 -2.675
O 1.336 2.663 -2.985
N 1.474 0.806 -1.654
C 2.797 0.588 -4.924
C 3.856 0.745 -5.818
C 3.732 0.338 -7.132
C 2.546 -0.225 -7.578
C 1.483 -0.373 -6.699
C 1.611 0.014 -5.377
C 4.166 1.800 -3.217
C 4.126 3.080 -3.772
C 5.209 3.925 -3.639
C 6.330 3.514 -2.933
C 6.374 2.243 -2.385
C 5.302 1.385 -2.530
H 3.500 -1.201 -3.054
H 4.792 1.162 -5.477
H 4.574 0.447 -7.800
H 2.453 -0.541 -8.605
H 0.558 -0.807 -7.050
H 0.798 -0.122 -4.680
H 3.243 3.398 -4.308
H 5.188 4.900 -4.100
H 7.178 4.174 -2.833
H 7.259 1.908 -1.866
H 5.353 0.374 -2.159
C -4.549 -2.076 -1.121
C -4.126 -0.779 -0.483
O -2.962 -0.561 -0.159
C -5.194 0.214 -0.264
C -6.551 -0.098 -0.404
C -7.519 0.838 -0.095
C -7.157 2.105 0.332
C -5.814 2.442 0.432
C -4.844 1.505 0.141
H -3.732 -2.789 -1.107
H -4.854 -1.887 -2.148
H -5.400 -2.502 -0.593
H -6.876 -1.065 -0.751
H -8.561 0.581 -0.197
H -7.918 2.837 0.552
H -5.529 3.437 0.738
H -3.793 1.749 0.189

* HOMO level (spin up / spin down): -12.11 / -12.13 eV
* total charge: +2
* orbital gap (spin up / spin down): 5.529 / 5.599 eV
* energy: -4816.182748 Ha
* spin multiplicity: 2
* LUMO level (spin up / spin down): -6.583 / -6.529 eV
* ΔE to the lowest compared entry with this formula, charge and spin: 317.7 kJ/mol

=====

(4)
# H4IN2P

A cluster of 2 separate species, H4IN2P in total at a distorted geometry (ωB97M-V/def2-TZVPD, the OMol25 dataset).

Positions of all 8 atoms, in Å:
N 0.926 -1.090 -0.070
N 0.087 1.208 0.223
P 1.433 0.504 0.006
I -2.945 0.183 -0.020
H -0.014 -1.473 0.037
H 1.610 -1.927 -0.232
H 0.227 2.240 -0.029
H -1.325 0.356 0.085

* structure (SMILES): [H]/N=P/N.I
* HOMO level: -9.07 eV
* orbital gap: 9.123 eV
* energy: -750.943064 Ha
* spin multiplicity: 1
* LUMO level: 0.049 eV
* ΔE to the lowest compared entry with this formula, charge and spin: 135.1 kJ/mol

=====

(5)
# C3H9NO

A cluster of 2 separate species, C3H9NO in total at a distorted geometry (ωB97M-V/def2-TZVPD, the OMol25 dataset).

Positions of all 14 atoms, in Å:
N -1.657 -0.396 2.868
C -0.604 -0.116 1.881
C 0.548 -1.758 0.534
C -0.586 -1.105 0.725
H -2.449 -0.901 2.486
H -2.052 0.472 3.195
H 0.360 -0.154 2.377
H -0.795 0.847 1.396
H 0.748 -2.384 -0.323
H 1.381 -1.771 1.221
H -1.514 -1.174 0.177
H 2.154 3.306 -4.482
H 1.687 3.119 -5.674
O 1.955 2.490 -4.984

* structure (SMILES): C=CCN.O
* HOMO level: -9.17 eV
* orbital gap: 10.091 eV
* energy: -249.637971 Ha
* spin multiplicity: 1
* LUMO level: 0.922 eV
* ΔE to the lowest compared entry with this formula, charge and spin: 198.8 kJ/mol

=====

(6)
# C9H14

A cluster of 2 separate species, C9H14 in total at a distorted geometry (ωB97M-V/def2-TZVPD, the OMol25 dataset).

Positions of all 23 atoms, in Å:
C 1.525 -1.875 2.762
C 1.359 -0.989 3.987
H 2.083 -2.790 3.017
H 0.651 -2.370 2.339
H 2.058 -1.333 1.981
H 0.339 -0.943 4.389
H 1.984 -1.285 4.837
H 1.638 0.046 3.804
C -2.055 -0.571 0.299
C -0.096 2.121 -1.511
C 0.686 1.360 -2.357
C -0.873 1.484 -0.547
C -1.057 0.109 -0.594
C 0.543 -0.023 -2.400
C -0.362 -0.632 -1.554
H 0.018 3.196 -1.455
H 1.351 1.836 -3.068
H -1.373 2.061 0.223
H 1.103 -0.621 -3.110
H -3.063 -0.307 -0.025
H -2.043 -0.284 1.356
H -0.548 -1.706 -1.571
H -1.902 -1.647 0.343

* structure (SMILES): Cc1ccccc1.CC
* HOMO level: -9.01 eV
* orbital gap: 9.975 eV
* energy: -351.314481 Ha
* spin multiplicity: 1
* LUMO level: 0.961 eV
* ΔE to the lowest compared entry with this formula, charge and spin: 41.2 kJ/mol